Model A:
Density functional theory data (wB97M-V/def2-TZVPD) for a structure of composition C42H98N14O14.

Geometry as XYZ:
```
168
Properties=species:S:1:pos:R:3:mulliken_charge:R:1
C 22.64074 -13.77413 -1.27514 -0.665
O 21.87448 -14.65701 -0.85627 -1.207
N 22.96805 -13.50234 -2.56219 0.077
C 23.95176 -12.49392 -2.75328 -1.036
C 22.47491 -14.23562 -3.75796 -1.744
H 22.98948 -12.92956 -0.66091 0.738
H 24.72595 -12.69888 -3.49269 0.401
H 24.44504 -12.10901 -1.86074 0.341
H 23.51930 -11.58171 -3.16432 0.303
H 22.13521 -13.60561 -4.58003 -0.668
H 23.22446 -14.96839 -4.05682 1.824
H 21.63809 -14.89172 -3.51846 1.157
C 19.57807 -14.62931 -4.70322 0.552
O 18.48665 -14.61253 -4.12939 -0.480
N 20.02925 -13.77994 -5.63532 -0.190
C 21.35998 -13.85611 -6.32137 -0.703
C 19.23646 -12.59897 -6.03108 -0.912
H 20.39612 -15.32872 -4.47124 -1.199
H 21.97631 -13.02838 -5.97051 0.347
H 21.24185 -13.73864 -7.39858 0.342
H 21.76658 -14.83672 -6.07407 0.386
H 19.55713 -11.73029 -5.45603 0.224
H 19.37843 -12.43176 -7.09879 0.443
H 18.17294 -12.69607 -5.81292 0.231
C 19.06005 -16.50301 1.61241 -3.982
O 19.08862 -15.83254 0.58297 -0.587
N 19.25836 -15.89865 2.74350 2.058
C 18.94538 -16.63752 3.96860 -0.999
C 19.49227 -14.46605 3.05390 -1.652
H 19.03656 -17.60339 1.64071 1.577
H 19.88226 -17.04674 4.34660 0.249
H 18.33236 -17.52118 3.79129 0.305
H 18.46995 -16.03396 4.74176 0.414
H 19.55511 -13.88143 2.13609 -0.063
H 18.62734 -14.10964 3.61334 0.758
H 20.35413 -14.25301 3.68630 0.401
C 19.97028 -10.62678 -2.27763 -0.206
O 19.37425 -10.48590 -1.24300 -0.543
N 20.26314 -11.82188 -2.77773 0.606
C 21.17126 -11.85627 -3.89176 -0.635
C 19.82812 -13.05884 -2.13470 0.274
H 20.31410 -9.76792 -2.87458 0.351
H 22.13526 -12.15761 -3.48190 -0.308
H 21.26430 -10.92123 -4.44415 0.823
H 20.84499 -12.56918 -4.64900 -0.161
H 20.71906 -13.62399 -1.86097 -1.051
H 19.15343 -13.02682 -1.27921 0.341
H 19.37135 -13.51158 -3.01476 0.289
C 14.81233 -16.97100 -5.03255 -0.367
O 14.98118 -18.12438 -4.99072 -0.468
N 15.40573 -16.08731 -4.23386 0.380
C 14.83642 -14.72944 -4.29282 -0.762
C 16.36537 -16.57332 -3.22604 0.359
H 14.06142 -16.51447 -5.69581 0.328
H 14.34159 -14.39492 -5.20460 0.415
H 15.73070 -14.11880 -4.16839 0.106
H 14.17403 -14.56065 -3.44379 0.244
H 16.76741 -17.55187 -3.48851 0.183
H 17.16044 -15.82941 -3.17558 -0.764
H 15.82021 -16.44024 -2.29159 0.902
C 15.37394 -20.39546 -0.11273 -0.001
O 16.17388 -21.33291 -0.22773 -0.634
N 15.44844 -19.19510 -0.74397 0.495
C 16.54988 -18.66583 -1.57932 0.482
C 14.38375 -18.21660 -0.52383 -1.392
H 14.50899 -20.52680 0.55571 0.286
H 16.99253 -17.68663 -1.39671 -2.014
H 16.24153 -18.59502 -2.62239 0.334
H 17.42607 -19.31213 -1.63114 0.062
H 13.50328 -18.66906 -0.06759 0.567
H 14.71647 -17.37129 0.07854 0.784
H 14.00141 -17.75502 -1.43425 0.241
C 21.97762 -16.48239 -4.11000 -0.334
O 21.18208 -15.70797 -3.63565 0.029
N 22.17334 -16.84402 -5.39459 0.490
C 23.22715 -17.75461 -5.79009 -0.882
C 21.20247 -16.50217 -6.46731 -1.305
H 22.72092 -16.95610 -3.45022 0.395
H 23.71933 -17.45198 -6.71436 0.384
H 22.78427 -18.71264 -6.06236 0.373
H 24.04765 -17.89819 -5.08705 0.275
H 21.66747 -15.98636 -7.30744 0.456
H 20.74125 -17.44842 -6.75012 0.316
H 20.43193 -15.87540 -6.01838 0.794
C 20.43644 -20.02908 -2.62174 0.695
O 20.75373 -21.16699 -3.01790 -0.788
N 19.72201 -19.80460 -1.52087 1.125
C 19.24677 -20.89496 -0.59855 -1.024
C 19.49003 -18.35476 -1.04924 -1.517
H 20.79111 -19.13285 -3.15387 0.856
H 19.77504 -21.00162 0.34889 0.220
H 19.46465 -21.89531 -0.97262 0.469
H 18.16232 -20.99387 -0.55061 0.405
H 20.09823 -17.57371 -1.50548 -0.830
H 18.44318 -18.09590 -1.20796 0.694
H 19.82219 -18.32416 -0.01153 -0.306
C 22.44187 -18.62288 -1.44488 -0.643
O 21.48598 -18.19674 -2.06408 -0.381
N 23.24139 -17.72708 -0.85343 0.715
C 24.45086 -18.15349 -0.09890 -1.025
C 22.93315 -16.31023 -0.85365 -0.742
H 22.78792 -19.66804 -1.43612 0.482
H 25.19535 -17.37674 -0.27356 0.360
H 24.91028 -19.06172 -0.48895 0.360
H 24.32524 -18.11026 0.98297 0.251
H 22.47211 -15.85481 0.02279 0.418
H 23.84609 -15.71957 -0.92954 1.128
H 22.19610 -15.97166 -1.58181 -0.483
C 18.73944 -20.10673 -4.86293 0.357
O 19.08779 -20.80150 -5.80976 -0.706
N 19.09345 -18.84176 -4.72282 -0.067
C 18.77730 -18.10889 -3.49576 0.266
C 20.11888 -18.13167 -5.54328 -0.556
H 18.19981 -20.50937 -3.99179 0.299
H 18.16982 -18.66788 -2.78400 -0.100
H 18.32259 -17.14270 -3.71443 0.411
H 19.66673 -17.92392 -2.89344 1.468
H 19.68036 -17.21994 -5.94893 0.051
H 20.98256 -17.96496 -4.89955 -0.686
H 20.47161 -18.81608 -6.31481 0.743
C 18.06881 -16.61190 -1.14327 -0.735
O 16.89823 -16.75930 -1.51050 -0.738
N 19.12168 -16.09171 -1.86768 2.174
C 20.40041 -15.68480 -1.29054 0.779
C 18.92002 -15.58570 -3.22600 -2.568
H 18.35126 -16.80897 -0.09752 0.092
H 21.19639 -16.22738 -1.80056 0.213
H 20.44089 -15.97910 -0.24181 0.243
H 20.49479 -14.59952 -1.25384 0.124
H 18.10201 -16.07519 -3.75455 -1.274
H 18.61966 -14.53823 -3.25220 -0.124
H 19.81257 -15.56659 -3.85136 0.447
C 21.69607 -17.68565 2.37366 -0.800
O 21.29165 -18.47286 1.56024 -0.400
N 21.87142 -16.33354 2.21092 1.050
C 22.49593 -15.67052 3.32959 -1.255
C 21.43682 -15.51581 1.06463 -1.475
H 21.92940 -17.94404 3.41817 0.466
H 21.66445 -15.41265 3.98552 0.419
H 23.06464 -14.78025 3.06109 0.255
H 23.15565 -16.22035 4.00083 0.351
H 20.71440 -14.77894 1.41567 1.052
H 22.25248 -14.98739 0.57110 0.816
H 20.95061 -16.14887 0.32238 0.188
C 15.03997 -15.42024 1.70906 0.209
O 14.16352 -14.55420 1.77163 -0.631
N 15.68085 -15.96339 0.68384 0.292
C 15.39937 -15.68850 -0.66539 -0.267
C 16.77837 -16.80348 0.95428 -0.443
H 15.43158 -15.88067 2.62930 0.302
H 14.32236 -15.54481 -0.75203 0.623
H 15.57881 -16.60461 -1.22811 -1.042
H 16.04158 -14.98303 -1.19262 0.077
H 16.94547 -17.50262 0.13490 -0.153
H 17.60703 -16.12322 1.15093 1.223
H 16.70724 -17.28664 1.92875 1.054
C 18.06138 -13.45973 1.42107 1.136
O 18.15619 -12.67507 2.31284 -0.702
N 17.59096 -13.16336 0.21391 0.207
C 17.10994 -11.87376 -0.28450 -0.945
C 17.75057 -14.11985 -0.87516 -0.208
H 18.40214 -14.50515 1.47741 -0.627
H 17.67919 -11.53621 -1.15060 0.336
H 17.21375 -11.09632 0.47241 0.488
H 16.05256 -11.96438 -0.53318 0.238
H 18.09700 -15.12664 -0.64176 -0.117
H 16.76113 -14.25121 -1.31316 0.312
H 18.46620 -13.76616 -1.61737 -0.152
```

Values from the calculation:
- Charge: 0
- Kohn-Sham gap: 4.7 eV
- Spin multiplicity: 1
- HOMO: -4.95 eV
- LUMO level: -0.249 eV


Model B:
Density functional theory data (wB97M-V/def2-TZVPD) for a cluster of 14 separate species, C42H98N14O14 in total.

Geometry as XYZ:
```
168
Properties=species:S:1:pos:R:3:mulliken_charge:R:1
C 2.38847 -11.36478 6.05191 -1.090
C 2.14051 -10.18346 6.97470 0.775
O 2.47388 -10.16017 8.19786 -0.669
N 1.59037 -9.11364 6.38561 -0.197
C 1.17597 -7.86684 6.95164 -0.811
H 3.14041 -12.06165 6.42212 0.313
H 2.70421 -11.10367 5.04185 0.327
H 1.48514 -11.97100 5.98426 0.272
H 1.39380 -9.22765 5.40150 0.203
H 1.76356 -7.12698 6.40808 0.280
H 1.24533 -7.78787 8.03656 0.311
H 0.13644 -7.70520 6.66641 0.288
C -0.53511 -0.92381 1.51104 -0.970
C -0.72096 -1.12836 0.05720 0.731
O -1.40399 -2.09030 -0.37343 -0.641
N -0.06196 -0.33037 -0.82491 -0.224
C -0.35433 -0.40980 -2.28674 -0.902
H 0.00133 -1.64025 2.13318 0.252
H -1.46667 -0.72545 2.04109 0.269
H 0.01777 0.00096 1.67599 0.295
H 0.34857 0.52235 -0.47214 0.260
H 0.17165 -1.25232 -2.73575 0.272
H 0.16415 0.37359 -2.83952 0.365
H -1.37327 -0.17194 -2.59217 0.294
C 6.52830 -0.42809 0.76224 -1.075
C 6.00371 -1.64025 0.11258 0.725
O 6.66495 -2.05102 -0.79060 -0.624
N 4.88129 -2.21145 0.52367 -0.197
C 4.41876 -3.48650 0.05535 -0.855
H 7.10050 -0.78436 1.61884 0.257
H 5.66096 0.09331 1.16714 0.343
H 7.08433 0.23090 0.09540 0.288
H 4.69804 -1.85366 1.45023 0.251
H 3.73545 -3.31024 -0.77539 0.249
H 3.82955 -3.83640 0.90299 0.346
H 5.18311 -4.22038 -0.20021 0.291
C 3.85751 3.48448 -11.59538 -0.854
C 2.88187 2.31152 -11.22730 0.580
O 3.40090 1.14475 -11.00696 -0.631
N 1.52589 2.58670 -11.19032 -0.183
C 0.56292 1.50024 -10.79619 -0.827
H 4.48839 3.30182 -12.46528 0.267
H 4.60828 3.58947 -10.81216 0.231
H 3.32259 4.42063 -11.75534 0.283
H 1.14671 3.43915 -11.57716 0.253
H 0.43790 0.70700 -11.53323 0.284
H -0.44261 1.88149 -10.61828 0.328
H 0.76907 0.90333 -9.90776 0.269
C 2.29472 1.68003 12.97735 -0.892
C 1.12795 0.77218 12.35212 0.629
O 0.38843 0.02691 12.91556 -0.582
N 1.08931 0.74469 10.94862 -0.173
C 0.09845 -0.04100 10.21277 -0.839
H 3.09632 1.02269 13.31418 0.234
H 2.03977 2.38398 13.76952 0.307
H 2.62379 2.27410 12.12477 0.251
H 1.80297 1.28112 10.47636 0.193
H -0.78739 -0.04503 10.84789 0.288
H 0.31428 -1.09215 10.02149 0.268
H -0.09535 0.40880 9.23901 0.317
C -9.77782 -2.26841 -6.46563 -1.124
C -8.84984 -1.11844 -6.52447 0.714
O -8.50742 -0.73810 -7.65651 -0.658
N -8.54903 -0.51849 -5.41456 -0.169
C -7.67945 0.65437 -5.24491 -0.802
H -10.70000 -2.18068 -5.89119 0.330
H -9.24198 -3.10863 -6.02404 0.303
H -10.07805 -2.70331 -7.41895 0.311
H -9.07901 -0.79959 -4.60203 0.218
H -6.79489 0.68648 -5.88100 0.272
H -7.45795 0.74670 -4.18165 0.317
H -8.14398 1.60120 -5.52029 0.289
C -11.18814 -4.25828 0.30694 -0.996
C -10.41827 -2.96138 0.61853 0.727
O -10.81602 -1.87271 0.25244 -0.646
N -9.34674 -2.99114 1.36501 -0.200
C -8.42188 -1.97726 1.64557 -0.915
H -10.79987 -4.91056 -0.47529 0.259
H -12.22453 -3.98746 0.10533 0.283
H -11.16715 -4.81005 1.24673 0.317
H -9.35187 -3.74882 2.03283 0.237
H -8.94347 -1.02091 1.68367 0.320
H -7.54877 -2.10763 1.00620 0.280
H -7.93428 -2.15406 2.60425 0.331
C 3.46087 -6.31413 -10.98865 -1.091
C 3.77461 -6.51837 -9.45220 0.736
O 3.70488 -7.63075 -8.83913 -0.681
N 4.03582 -5.42986 -8.80874 -0.158
C 4.22158 -5.23635 -7.44116 -0.905
H 2.80188 -5.49733 -11.28307 0.336
H 3.07692 -7.25207 -11.38985 0.289
H 4.45041 -6.08149 -11.38207 0.313
H 4.00598 -4.54902 -9.30202 0.241
H 3.59290 -5.96957 -6.93595 0.314
H 3.82093 -4.27532 -7.11869 0.342
H 5.25425 -5.33086 -7.10534 0.265
C -3.89145 -4.18500 -11.36418 -0.969
C -3.35291 -4.33871 -10.00195 0.657
O -2.20453 -4.75506 -9.87908 -0.643
N -3.97851 -3.97910 -8.87763 -0.196
C -3.51479 -4.00602 -7.50381 -0.792
H -4.55265 -5.00398 -11.64738 0.240
H -3.11233 -4.02093 -12.10860 0.282
H -4.35620 -3.19909 -11.37309 0.333
H -4.67128 -3.28289 -9.11313 0.232
H -4.01947 -3.21050 -6.95558 0.314
H -2.45244 -3.79880 -7.37508 0.289
H -3.63188 -5.04923 -7.21036 0.252
C -5.56831 5.81238 4.13095 -0.872
C -5.63659 4.51410 4.93394 0.607
O -4.85774 3.62321 4.53399 -0.636
N -6.47593 4.40793 5.93223 -0.218
C -6.64870 3.16624 6.65609 -0.870
H -4.60147 6.29515 3.98867 0.296
H -6.11799 6.64429 4.57126 0.300
H -5.95113 5.40761 3.19409 0.210
H -6.80538 5.18301 6.48974 0.290
H -7.23278 2.49147 6.03027 0.258
H -7.20916 3.29643 7.58186 0.339
H -5.77802 2.67976 7.09581 0.295
C 0.89581 6.56723 6.59460 -0.913
C 1.51908 6.02335 7.89597 0.646
O 2.34332 5.13763 7.87471 -0.643
N 1.47051 6.71972 9.02676 -0.225
C 1.20002 8.13458 9.31222 -0.823
H 1.64821 6.85491 5.86027 0.259
H 0.20085 7.39495 6.73605 0.283
H 0.37343 5.76745 6.06965 0.292
H 1.96865 6.20416 9.73821 0.213
H 2.09931 8.64214 8.96327 0.342
H 1.22563 8.25140 10.39564 0.310
H 0.35428 8.66911 8.87966 0.256
C 0.67982 10.50953 -1.28250 -0.948
C -0.16524 9.30197 -0.72807 0.678
O -1.17523 9.65395 -0.10476 -0.632
N 0.33444 8.09614 -0.93055 -0.190
C -0.22325 6.84462 -0.50800 -0.869
H 0.88607 11.34760 -0.61677 0.293
H 0.18648 10.98539 -2.13001 0.231
H 1.68802 10.21384 -1.57267 0.286
H 1.27660 7.98578 -1.27733 0.224
H 0.40040 6.36449 0.24607 0.308
H -0.08026 6.10689 -1.29756 0.292
H -1.24854 6.90935 -0.14371 0.325
C 6.26539 -3.16405 7.64092 -1.021
C 5.82637 -1.74603 7.30836 0.639
O 5.08379 -1.54523 6.36936 -0.646
N 6.18044 -0.74163 8.15192 -0.180
C 6.79929 -0.76504 9.45649 -0.835
H 6.02496 -3.83721 6.81803 0.292
H 5.69689 -3.49309 8.51077 0.276
H 7.33721 -3.25052 7.81932 0.334
H 5.86372 0.15282 7.80587 0.244
H 7.65463 -1.41814 9.62958 0.263
H 5.93247 -0.95460 10.08956 0.331
H 7.14935 0.24352 9.67640 0.302
C 5.75886 2.63000 -5.01821 -1.133
C 5.90578 3.90284 -4.26603 0.803
O 5.06135 4.25649 -3.42521 -0.669
N 6.92722 4.70848 -4.52157 -0.206
C 7.00929 6.04439 -3.83675 -0.837
H 6.70017 2.08314 -5.07267 0.337
H 5.60708 2.59688 -6.09707 0.311
H 5.04377 1.96662 -4.53171 0.277
H 7.62800 4.56621 -5.23483 0.217
H 6.26592 6.43112 -3.13966 0.299
H 7.20152 6.75872 -4.63730 0.300
H 7.89198 6.08815 -3.19875 0.301
```

Values from the calculation:
- Charge: 0
- Kohn-Sham gap: 9.2 eV
- Spin multiplicity: 1
- HOMO: -9.08 eV
- LUMO level: 0.153 eV


Short version: model A is the least stable of them.